Computed, not measured: the ion C5H10ClN3O2 with charge +2, with wB97M-V/def2-TZVPD.

Results
- Charge: +2
- Maximum force: 5.95 eV/A
- SMILES: CON1C=[NH+]C=[NH+][C@]1(Cl)OC
- Multiplicity: 1
- Energy relative to the best compared isomer or geometry (same formula, charge and spin): 32.8 kcal/mol
- Electronic energy: -26412.8211 eV

Geometry as XYZ:
```
21
Properties=species:S:1:pos:R:3:forces:R:3:lowdin_charge:R:1
C 1.6100 1.2877 2.2398 1.76 -0.45 -0.34 0.01
O 0.4642 1.1831 1.3942 -2.24 1.79 -1.89 -0.08
N -0.1404 0.0883 0.9362 1.25 -1.74 1.20 0.05
C 0.2345 -1.1011 1.3806 -0.56 1.36 -1.14 0.08
N -0.3358 -2.2451 0.8624 1.16 -0.44 1.59 0.16
C -1.0689 -2.2267 -0.1812 -3.28 -1.26 -4.80 -0.05
N -1.5265 -1.1078 -0.6517 0.25 2.49 0.16 0.18
C -1.3840 0.3449 -0.1486 1.01 -1.34 1.53 -0.79
Cl -2.7733 0.8514 0.7018 -0.57 -0.37 1.12 0.94
O -1.0320 1.1865 -1.0615 0.24 -0.74 -0.30 -0.08
C -2.0883 1.7226 -1.9643 0.14 3.82 0.17 0.00
H 1.8538 2.3606 2.2970 -0.33 -0.27 -0.81 0.12
H 2.4967 0.7715 1.6847 -1.40 0.48 1.75 0.16
H 1.2816 1.1359 3.2751 0.61 -1.18 -0.13 0.12
H 1.0869 -1.2470 2.0317 -0.16 0.35 0.30 0.18
H -0.1018 -3.1725 1.1634 0.69 -0.27 0.81 0.20
H -1.3952 -3.1746 -0.8467 1.09 1.88 2.09 0.26
H -1.9638 -0.9898 -1.5461 -0.41 -1.01 -0.64 0.17
H -3.1659 1.5310 -1.7407 1.20 -0.36 0.29 0.09
H -1.8028 1.3846 -2.9422 0.04 -0.03 -0.41 0.09
H -1.9195 2.9020 -1.8558 -0.50 -2.72 -0.54 0.17
```
Positions in Å, forces in eV/Å.